The following is a quantum chemistry calculation of 7 unconnected molecules or ions with the total composition C48H73N4O9 in a non-equilibrium geometry, from OMol25.

```
134
Properties=species:S:1:pos:R:3:mulliken_charge:R:1
C 4.335 -1.291 2.547 -0.9530
N 4.150 -1.440 1.074 0.2112
C 4.174 -0.052 0.401 -0.5948
C 5.360 -2.188 0.508 -0.9103
C 2.710 -2.166 0.986 -0.3975
C 2.371 -2.490 -0.522 -0.5334
O 2.207 -1.239 -1.273 -0.4514
H 4.257 -2.243 3.052 0.4445
H 3.573 -0.633 2.942 0.2665
H 5.330 -0.942 2.729 0.4032
H 4.278 -0.338 -0.642 0.4505
H 5.012 0.535 0.724 0.5759
H 3.225 0.437 0.560 -0.3874
H 5.427 -3.172 0.967 0.3760
H 6.283 -1.617 0.764 0.3648
H 5.264 -2.310 -0.574 0.4149
H 1.975 -1.542 1.488 0.2033
H 2.756 -2.991 1.691 0.4952
H 1.543 -3.226 -0.752 0.1495
H 3.271 -2.916 -0.914 0.3759
H 1.691 -0.662 -0.670 0.2469
C -0.016 0.267 4.579 -0.7711
N -0.497 1.539 3.987 0.3184
C -0.139 1.604 2.481 -1.6819
C -2.044 1.550 4.053 -0.8792
C 0.028 2.822 4.669 -0.6728
C 1.380 3.274 4.145 -0.4202
O 2.352 2.218 4.274 -0.5439
H -0.230 0.172 5.651 0.3442
H 1.071 0.204 4.425 0.2327
H -0.534 -0.564 4.076 0.3857
H -0.495 2.560 2.077 0.3168
H -0.659 0.771 2.028 0.6454
H 0.902 1.557 2.389 0.6921
H -2.431 2.483 3.668 0.3962
H -2.374 1.281 5.053 0.3926
H -2.419 0.772 3.363 0.3292
H 0.162 2.560 5.725 0.3927
H -0.684 3.625 4.728 0.4086
H 1.719 4.051 4.797 0.5410
H 1.242 3.560 3.120 0.1519
H 2.986 2.371 3.553 0.3135
C 4.982 6.081 1.415 -0.9087
N 4.701 5.185 0.208 0.1552
C 3.631 4.248 0.569 -0.8344
C 4.261 6.059 -0.970 -0.8861
C 6.055 4.476 -0.092 -0.6992
C 6.085 3.735 -1.415 -0.7657
O 5.017 2.808 -1.491 -0.3289
H 5.724 6.819 1.092 0.4356
H 5.269 5.474 2.296 0.3591
H 4.080 6.643 1.680 0.3861
H 3.403 3.680 -0.317 0.1193
H 2.813 4.753 1.046 0.6234
H 4.013 3.450 1.233 0.1858
H 4.159 5.455 -1.830 0.3315
H 5.049 6.782 -1.172 0.3152
H 3.368 6.537 -0.583 0.4544
H 6.385 3.921 0.774 0.4588
H 6.779 5.251 -0.048 0.4553
H 7.014 3.209 -1.552 0.4318
H 6.105 4.485 -2.213 0.4757
H 4.978 2.624 -2.460 0.2558
C 0.919 1.514 -2.927 -0.5214
N -0.037 2.747 -2.859 0.5460
C 0.551 3.755 -1.941 -0.8554
C -0.208 3.247 -4.194 -0.9880
C -1.468 2.258 -2.235 -0.2683
C -2.602 3.192 -2.365 -0.9808
O -2.492 4.394 -1.734 -0.5383
H 0.452 0.767 -3.554 0.4597
H 1.020 1.152 -1.904 -0.0290
H 1.871 1.700 -3.432 0.3475
H 0.764 3.296 -0.976 0.1024
H -0.186 4.564 -1.738 0.4036
H 1.430 4.214 -2.386 0.3882
H -0.945 4.034 -4.142 0.4978
H -0.517 2.477 -4.916 0.3532
H 0.653 3.757 -4.587 0.3313
H -1.381 1.889 -1.212 0.4307
H -1.675 1.562 -3.038 0.2388
H -3.511 2.704 -2.002 0.4398
H -2.649 3.354 -3.436 0.4192
H -2.866 4.642 -0.882 0.3517
O 1.291 0.937 0.143 -0.4671
H 0.342 0.850 0.025 -0.3548
C -1.940 -3.805 1.893 -0.7962
C -1.093 -3.988 0.816 -0.2711
C -1.006 -5.209 0.260 -0.2921
C -1.582 -6.316 0.837 -0.0586
C -2.430 -6.157 1.940 0.1830
C -2.564 -4.896 2.479 -0.7115
C -3.118 -7.277 2.618 0.4015
O -3.899 -7.123 3.555 -0.6245
C -2.630 -8.664 2.146 0.3234
C -3.190 -9.824 2.829 -0.6891
C -2.828 -11.101 2.418 -0.4761
C -2.002 -11.271 1.289 -0.5008
C -1.511 -10.176 0.573 -0.7598
C -1.809 -8.832 1.014 0.3940
C -1.422 -7.703 0.153 0.3719
O -1.029 -7.780 -0.996 -0.6112
H -2.190 -2.804 2.318 0.4189
H -0.567 -3.152 0.400 0.9803
H -0.458 -5.355 -0.688 0.4882
H -3.251 -4.898 3.317 0.5234
H -3.884 -9.742 3.657 0.4228
H -3.179 -11.979 2.946 0.4188
H -1.781 -12.287 1.076 0.4218
H -0.897 -10.341 -0.314 0.4229
C -2.672 -2.470 -3.222 -1.1267
C -3.170 -2.615 -1.907 -0.2593
C -4.076 -1.667 -1.456 -1.3123
C -4.467 -0.536 -2.211 0.6930
C -3.874 -0.353 -3.496 0.4875
C -2.953 -1.322 -3.933 -0.3899
C -4.159 0.876 -4.310 0.5848
O -3.424 1.150 -5.240 -0.7009
C -5.471 1.500 -3.948 0.3740
C -6.121 2.368 -4.868 -0.8453
C -7.236 3.082 -4.418 -0.5870
C -7.682 3.032 -3.156 -0.5839
C -7.042 2.210 -2.189 -0.8973
C -5.946 1.463 -2.585 0.2271
C -5.408 0.470 -1.606 0.7999
O -5.723 0.328 -0.396 -0.6950
H -2.040 -3.224 -3.634 0.4873
H -2.812 -3.468 -1.364 0.7222
H -4.465 -1.836 -0.472 0.5866
H -2.543 -1.104 -4.922 0.5333
H -5.858 2.416 -5.894 0.5501
H -7.742 3.779 -5.038 0.4326
H -8.504 3.633 -2.866 0.4641
H -7.487 2.094 -1.212 0.5061
```

Results
Net charge ... +3
E ... -75319.10310 eV
LUMO ... -0.24116 Eh
Orbital gap ... 6.89 eV
Multiplicity ... 1



The following is a quantum chemistry calculation of a molecular structure, C48H75F5IKN11O7PSTe in a non-equilibrium geometry, from OMol25.

```
151
Properties=species:S:1:pos:R:3:nbo_charge:R:1
K -0.593 1.595 0.173 0.9011
C 5.959 -2.548 0.394 -0.4032
N 4.557 -2.659 0.045 -0.4825
C 4.020 -3.991 0.197 -0.4106
C 3.715 -1.574 0.422 0.6294
N 2.699 -1.652 1.189 -0.5448
C 2.518 -2.499 2.259 0.1112
C 3.549 -2.737 3.174 -0.2526
C 3.343 -3.454 4.343 -0.2522
C 2.081 -3.956 4.617 -0.2361
C 1.044 -3.734 3.723 -0.2730
C 1.232 -3.021 2.535 0.2157
N 0.164 -2.693 1.728 -0.5810
C -0.827 -3.447 1.445 0.6345
N -0.767 -4.861 1.267 -0.4943
C -1.451 -5.661 2.268 -0.4038
C 0.529 -5.390 0.900 -0.4077
N -2.049 -2.918 1.156 -0.4209
C -3.111 -3.646 0.505 -0.4125
C -2.341 -1.531 1.467 -0.4245
N 4.054 -0.388 -0.162 -0.4258
C 4.620 -0.320 -1.493 -0.4197
C 3.373 0.826 0.265 -0.4040
H 6.156 -2.889 1.420 0.1740
H 6.275 -1.510 0.310 0.2192
H 6.560 -3.160 -0.288 0.1797
H 4.126 -4.397 1.211 0.1928
H 4.538 -4.663 -0.496 0.1780
H 2.961 -3.980 -0.055 0.2175
H 4.519 -2.291 2.981 0.1970
H 4.159 -3.601 5.041 0.1936
H 1.891 -4.490 5.540 0.1930
H 0.041 -4.050 3.983 0.2062
H -2.332 -5.132 2.626 0.2144
H -0.808 -5.876 3.132 0.1822
H -1.765 -6.613 1.827 0.1809
H 0.946 -4.782 0.096 0.2041
H 0.394 -6.412 0.534 0.1839
H 1.250 -5.411 1.727 0.1991
H -3.882 -3.965 1.221 0.1712
H -2.720 -4.526 0.001 0.2199
H -3.593 -2.998 -0.226 0.2159
H -3.267 -1.475 2.048 0.1784
H -2.451 -0.942 0.552 0.2169
H -1.523 -1.125 2.051 0.2651
H 4.771 -1.322 -1.887 0.2088
H 5.581 0.211 -1.488 0.1737
H 3.925 0.219 -2.143 0.2198
H 3.034 0.721 1.287 0.2573
H 2.503 1.001 -0.369 0.2063
H 4.052 1.678 0.206 0.1985
C -0.941 4.649 -1.289 -0.7131
C -1.177 3.285 -1.888 0.1771
N -0.223 2.502 -2.256 -0.1950
O 1.097 2.898 -1.971 -0.6168
C -2.546 2.809 -2.045 -0.0410
C -3.716 3.764 -1.984 -0.6819
N -2.712 1.520 -2.199 -0.0375
O -3.904 1.035 -2.326 -0.6628
H -0.772 4.580 -0.209 0.2746
H -1.797 5.298 -1.450 0.2197
H -0.059 5.112 -1.735 0.2206
H 1.112 3.453 -1.171 0.4819
H -3.648 4.539 -2.754 0.1856
H -3.814 4.241 -1.006 0.2005
H -4.605 3.160 -2.169 0.2473
F 1.496 4.961 3.488 -0.6135
Te 1.165 3.357 2.495 3.3143
F -0.406 4.500 2.100 -0.6573
F 2.094 2.586 4.021 -0.6495
F 1.462 4.368 0.766 -0.6982
F 3.102 3.523 2.153 -0.6640
O 0.919 1.857 1.635 -1.2015
I -3.716 -4.212 -4.031 0.1087
C -2.440 -3.050 -2.863 -0.2942
C -1.211 -3.463 -2.396 -0.1123
N -0.751 -2.440 -1.651 -0.3198
N -1.602 -1.416 -1.615 -0.2246
C -2.646 -1.754 -2.347 -0.1139
H -0.681 -4.389 -2.543 0.2211
H 0.116 -2.352 -1.140 0.4411
H -3.446 -1.029 -2.477 0.2900
O 1.586 -0.532 -2.885 -1.1319
P 1.739 -0.729 -4.340 2.0031
C 0.398 0.164 -5.234 -0.5882
C -0.982 -0.315 -4.744 -0.4317
C -1.666 -1.194 -5.784 -0.4103
C -1.975 -0.377 -7.049 -0.3861
C -0.882 0.672 -7.328 -0.4026
C 0.470 0.230 -6.766 -0.4029
C 3.325 0.080 -4.861 -0.5945
C 3.897 -0.090 -6.281 -0.4055
C 4.689 1.154 -6.712 -0.3851
C 5.490 1.689 -5.527 -0.4056
C 4.534 2.252 -4.459 -0.3985
C 3.160 1.569 -4.513 -0.4277
C 1.556 -2.568 -4.632 -0.5822
C 2.226 -3.328 -3.479 -0.4143
C 3.703 -3.605 -3.749 -0.3933
C 3.847 -4.421 -5.031 -0.4007
C 3.297 -3.615 -6.205 -0.3895
C 1.833 -3.230 -5.988 -0.3952
H 0.545 1.165 -4.814 0.2676
H -1.617 0.548 -4.533 0.2468
H -0.868 -0.823 -3.786 0.2498
H -2.594 -1.592 -5.375 0.2224
H -1.029 -2.048 -6.041 0.1773
H -2.932 0.133 -6.920 0.2044
H -2.079 -1.050 -7.906 0.1844
H -1.156 1.622 -6.863 0.2048
H -0.793 0.849 -8.403 0.1926
H 1.242 0.937 -7.080 0.2035
H 0.725 -0.744 -7.193 0.1842
H 4.038 -0.333 -4.139 0.2348
H 3.116 -0.294 -7.016 0.2077
H 4.585 -0.935 -6.289 0.1936
H 4.011 1.938 -7.063 0.1918
H 5.344 0.896 -7.548 0.1960
H 6.190 2.461 -5.856 0.2002
H 6.085 0.870 -5.110 0.1883
H 4.401 3.326 -4.609 0.2041
H 4.968 2.116 -3.467 0.2108
H 2.538 2.054 -5.269 0.1956
H 2.652 1.679 -3.552 0.2841
H 0.473 -2.613 -4.455 0.2605
H 1.714 -4.287 -3.333 0.1874
H 2.120 -2.740 -2.565 0.2559
H 4.140 -4.135 -2.899 0.2093
H 4.233 -2.653 -3.857 0.1926
H 3.285 -5.357 -4.931 0.1865
H 4.894 -4.677 -5.214 0.1956
H 3.392 -4.174 -7.141 0.1946
H 3.894 -2.711 -6.305 0.1945
H 1.229 -4.143 -6.046 0.1965
H 1.509 -2.577 -6.800 0.2059
O -1.421 -1.312 4.915 -0.6214
C -1.503 -0.141 4.578 0.6346
N -0.817 0.470 3.584 -0.8869
S -1.235 1.971 3.389 2.3003
O -0.299 2.970 3.976 -0.9253
O -1.691 2.261 2.056 -0.9596
C -2.573 2.008 4.588 -0.2097
C -3.440 2.996 5.006 -0.2110
C -4.277 2.711 6.078 -0.2168
C -4.212 1.481 6.728 -0.2147
C -3.322 0.503 6.306 -0.1785
C -2.509 0.785 5.224 -0.1339
H -3.466 3.956 4.507 0.2316
H -4.990 3.453 6.416 0.2046
H -4.873 1.291 7.565 0.2010
H -3.239 -0.460 6.794 0.2285
```

Results
Net charge ... -2
E ... -147146.55423 eV
LUMO ... 0.11678 Eh
Orbital gap ... 5.22 eV
Multiplicity ... 1



The following is a quantum chemistry calculation of a molecular structure, C48H77FGeN5O4PS2Si3Y in a non-equilibrium geometry, from OMol25.

```
143
Properties=species:S:1:pos:R:3:lowdin_spin:R:1
Y 0.088 0.061 -0.930 0.0264
C 2.967 5.629 -1.096 0.0037
S 1.831 5.031 -2.369 0.0129
C 1.224 3.494 -1.690 0.0519
S 2.433 2.540 -0.889 0.0410
N -0.004 3.307 -2.042 -0.0250
N -0.625 2.100 -1.839 0.2170
C -1.907 2.153 -2.223 0.1372
C -2.708 1.004 -2.281 0.1116
C -4.057 1.053 -2.732 0.0365
C -4.783 -0.095 -2.840 0.0568
C -4.184 -1.332 -2.496 0.0985
C -2.889 -1.315 -2.043 0.0170
N -2.150 -0.201 -1.915 0.1330
H 3.345 6.581 -1.469 -0.0001
H 3.796 4.942 -0.949 0.0003
H 2.448 5.785 -0.152 0.0002
H -2.307 3.111 -2.548 0.0078
H -4.481 2.014 -2.996 -0.0005
H -5.808 -0.061 -3.189 0.0023
H -4.722 -2.266 -2.570 0.0061
H -2.401 -2.233 -1.725 -0.0011
C 3.320 -0.378 -6.129 0.0002
Si 1.886 0.159 -5.005 0.0010
C 2.127 2.006 -4.740 0.0002
C 0.308 -0.021 -6.036 0.0000
Ge 1.689 -1.052 -2.965 0.0039
Si 1.078 -3.196 -3.840 -0.0001
C 1.327 -4.517 -2.514 0.0000
C 1.985 -3.819 -5.389 0.0000
C -0.749 -3.247 -4.345 0.0000
Si 3.972 -1.391 -2.369 0.0015
C 4.991 0.192 -2.493 0.0009
C 4.064 -1.990 -0.581 0.0004
C 4.922 -2.677 -3.391 0.0006
H 3.281 0.171 -7.074 0.0000
H 3.296 -1.445 -6.349 0.0000
H 4.279 -0.162 -5.655 0.0000
H 2.327 2.507 -5.692 0.0000
H 2.953 2.217 -4.059 0.0003
H 1.233 2.451 -4.301 0.0001
H 0.318 0.668 -6.885 0.0000
H -0.569 0.203 -5.425 0.0001
H 0.192 -1.035 -6.420 0.0000
H 2.327 -4.456 -2.078 0.0000
H 1.200 -5.524 -2.923 0.0000
H 0.596 -4.378 -1.715 0.0000
H 3.067 -3.814 -5.270 0.0000
H 1.737 -3.198 -6.252 0.0000
H 1.670 -4.843 -5.612 0.0000
H -1.353 -2.584 -3.726 0.0000
H -1.153 -4.259 -4.244 0.0000
H -0.877 -2.933 -5.382 0.0000
H 4.552 0.989 -1.891 0.0010
H 5.046 0.548 -3.523 0.0000
H 6.010 0.011 -2.140 0.0001
H 3.425 -1.376 0.059 0.0004
H 5.081 -1.935 -0.185 0.0000
H 3.735 -3.030 -0.508 0.0000
H 4.937 -2.417 -4.450 0.0000
H 4.481 -3.670 -3.294 0.0000
H 5.956 -2.732 -3.038 0.0001
F 3.462 -5.718 0.243 0.0000
C 2.331 -5.781 0.964 0.0000
C 1.549 -4.706 1.138 0.0000
N 0.390 -4.748 1.877 0.0000
C -0.390 -3.523 2.042 0.0000
C -0.680 -2.876 0.672 0.0000
O -1.151 -3.580 -0.213 0.0000
O -0.363 -1.647 0.606 0.0003
C -0.039 -5.908 2.474 0.0000
O -1.039 -6.003 3.157 0.0000
N 0.783 -7.000 2.247 0.0000
C 1.982 -7.066 1.541 0.0000
O 2.610 -8.105 1.454 0.0000
H 1.807 -3.750 0.699 0.0000
H 0.141 -2.827 2.691 0.0000
H -1.331 -3.812 2.506 0.0000
H 0.478 -7.861 2.679 0.0000
C -0.713 0.998 6.129 0.0000
C 0.347 1.697 5.286 0.0000
C -0.238 2.173 3.946 0.0000
C -1.402 1.280 3.472 0.0007
C -1.104 -0.160 3.899 0.0001
C -1.172 -0.289 5.428 0.0000
P -1.692 1.418 1.640 0.0014
C -1.870 3.254 1.348 0.0005
C -0.525 3.981 1.213 0.0004
C -0.723 5.326 0.501 0.0003
C -2.053 5.994 0.890 0.0001
C -2.478 5.551 2.285 0.0000
C -2.796 4.048 2.292 0.0000
C -3.477 0.863 1.475 0.0003
C -4.517 1.295 2.543 0.0000
C -4.979 0.121 3.403 0.0000
C -5.685 -0.944 2.556 0.0002
C -5.008 -1.105 1.182 0.0010
C -3.553 -0.656 1.250 0.0002
H -1.566 1.672 6.267 0.0000
H -0.333 0.771 7.128 0.0000
H 1.171 1.007 5.099 0.0000
H 0.775 2.547 5.822 0.0000
H 0.556 2.182 3.194 0.0001
H -0.596 3.200 4.052 0.0000
H -2.319 1.600 3.980 0.0001
H -0.109 -0.414 3.530 0.0001
H -1.792 -0.870 3.442 0.0000
H -0.546 -1.127 5.747 0.0000
H -2.196 -0.530 5.733 0.0000
H -2.318 3.257 0.344 0.0010
H 0.194 3.358 0.680 -0.0002
H -0.101 4.150 2.204 0.0001
H -0.684 5.173 -0.578 0.0002
H 0.109 5.990 0.756 -0.0001
H -2.837 5.711 0.180 0.0001
H -1.966 7.083 0.837 0.0000
H -3.348 6.114 2.634 0.0000
H -1.666 5.764 2.987 0.0000
H -3.835 3.906 1.982 0.0000
H -2.721 3.675 3.316 0.0000
H -3.763 1.321 0.518 0.0007
H -5.392 1.722 2.040 0.0000
H -4.131 2.082 3.187 0.0000
H -5.646 0.476 4.195 0.0000
H -4.111 -0.315 3.904 0.0000
H -6.736 -0.668 2.424 0.0000
H -5.679 -1.897 3.091 0.0000
H -5.519 -0.499 0.428 0.0003
H -5.072 -2.140 0.841 0.0005
H -3.022 -0.911 0.339 0.0004
H -3.051 -1.203 2.051 0.0000
C 1.729 1.280 0.115 0.0167
C 2.444 1.134 1.346 0.0048
C 2.240 -0.040 2.135 0.0055
C 2.917 -0.283 3.309 0.0008
C 3.844 0.629 3.820 0.0093
C 4.048 1.800 3.096 0.0005
C 3.381 2.052 1.911 0.0076
H 1.538 -0.782 1.766 0.0001
H 2.726 -1.210 3.844 -0.0002
H 4.378 0.433 4.741 0.0008
H 4.750 2.541 3.467 -0.0002
H 3.578 2.982 1.392 0.0011
```

Results
Net charge ... -2
E ... -181542.82130 eV
Energy relative to the best compared isomer or geometry (same formula, charge and spin) ... 249.3 kJ/mol
LUMO (alpha / beta) ... 0.14436 / 0.14426 Eh
Orbital gap (alpha / beta) ... 4.35 / 4.37 eV
Multiplicity ... 2



Number 1 is which compound?
C48H73N4O9